C39H48O16P2S | the ωB97M-V functional and the def2-TZVPD basis

Properties
* strongest force on any atom: 2.06 eV Å⁻¹
* structure (SMILES): C=C[C@@](S)(OCPP(=O)(O)O)[C@H](CCCCOC)OC(COC)COC.O=C1C=CC(=O)C=C1.O=C1C=CC(=O)C=C1.O=C1C=CC(=O)C=C1.O=C1C=CC(=O)C=C1
* lowest unoccupied orbital energy: -1.726 eV
* total charge: 0
* HOMO-LUMO gap: 0.209 Ha
* DFT total energy: -103384.6701 eV
* HOMO: -7.407 eV

The geometry in XYZ format:
```
106
C39H48O16P2S (the ωB97M-V functional and the def2-TZVPD basis)
C 0.94 2.38 2.67
C 2.01 1.91 1.97
C 2.35 2.25 0.48
S 2.07 4.08 0.39
O 3.72 1.91 0.37
C 4.21 1.56 -0.91
P 4.08 2.84 -2.26
P 3.64 1.54 -3.96
O 4.29 0.26 -3.71
O 4.14 2.24 -5.33
O 2.05 1.30 -4.05
C 1.38 1.44 -0.41
C 0.00 2.10 -0.61
C -0.02 3.00 -1.87
C -1.19 2.74 -2.81
C -1.12 3.73 -3.97
O -0.45 3.16 -5.10
C 0.56 4.01 -5.61
O 1.15 0.22 0.31
C 0.98 -0.90 -0.56
C 0.08 -1.86 0.20
O -1.12 -1.19 0.53
C -1.90 -1.97 1.41
C 2.35 -1.57 -0.80
O 2.37 -2.93 -0.34
C 3.65 -3.25 0.17
H -0.05 2.00 2.41
H 0.99 3.09 3.49
H 2.71 1.23 2.45
H 3.31 4.51 0.10
H 3.77 0.65 -1.29
H 5.27 1.33 -0.78
H 5.38 3.35 -2.50
H 3.43 2.15 -6.00
H 1.69 1.32 -4.95
H 1.73 1.23 -1.42
H -0.70 1.28 -0.78
H -0.31 2.71 0.23
H -0.12 4.03 -1.53
H 0.93 2.98 -2.40
H -1.24 1.71 -3.18
H -2.12 2.94 -2.27
H -0.54 4.61 -3.67
H -2.11 4.10 -4.26
H 1.37 4.18 -4.90
H 0.94 3.53 -6.52
H 0.15 4.99 -5.89
H 0.48 -0.63 -1.49
H 0.57 -2.11 1.15
H -0.11 -2.77 -0.38
H -1.29 -2.44 2.19
H -2.67 -1.37 1.87
H -2.34 -2.80 0.83
H 2.60 -1.61 -1.87
H 3.14 -1.02 -0.29
H 3.77 -4.33 0.15
H 4.45 -2.82 -0.44
H 3.72 -2.90 1.20
O 5.30 -0.25 2.51
C 5.79 0.51 3.33
C 6.57 -0.02 4.48
C 7.11 0.81 5.37
C 6.96 2.28 5.26
O 7.46 3.02 6.07
C 6.19 2.80 4.11
C 5.64 1.98 3.21
H 6.67 -1.09 4.54
H 7.69 0.45 6.22
H 6.09 3.87 4.04
H 5.07 2.34 2.36
O -7.79 -4.21 5.15
C -6.71 -3.69 4.94
C -6.60 -2.43 4.16
C -5.43 -1.86 3.93
C -4.17 -2.46 4.44
O -3.09 -1.93 4.23
C -4.27 -3.71 5.22
C -5.45 -4.29 5.45
H -7.53 -2.01 3.80
H -5.33 -0.94 3.37
H -3.34 -4.13 5.58
H -5.55 -5.21 6.02
O -5.12 -11.86 6.10
C -5.32 -10.70 6.38
C -4.37 -9.64 5.99
C -4.59 -8.36 6.30
C -5.80 -7.95 7.05
O -6.00 -6.79 7.33
C -6.76 -9.01 7.43
C -6.54 -10.29 7.12
H -3.49 -9.96 5.44
H -3.90 -7.57 6.02
H -7.64 -8.69 7.98
H -7.23 -11.08 7.40
O -4.29 6.37 -10.16
C -3.15 6.12 -9.85
C -2.84 5.18 -8.74
C -1.58 4.91 -8.40
C -0.44 5.53 -9.12
O 0.71 5.28 -8.81
C -0.75 6.47 -10.22
C -2.00 6.74 -10.56
H -3.68 4.74 -8.23
H -1.34 4.23 -7.60
H 0.10 6.91 -10.73
H -2.25 7.42 -11.37
```

C4H13NO2 | the ωB97M-V functional and the def2-TZVPD basis

Properties
* strongest force on any atom: 4.34 eV Å⁻¹
* energy relative to the best compared isomer or geometry (same formula, charge and spin): 1.933 eV
* structure (SMILES): NCCCCO.O
* lowest unoccupied orbital energy: 0.936 eV
* total charge: 0
* HOMO-LUMO gap: 0.360 Ha
* DFT total energy: -9942.2638 eV
* HOMO: -8.851 eV

The geometry in XYZ format:
```
20
C4H13NO2 (the ωB97M-V functional and the def2-TZVPD basis)
N 0.48 -1.28 1.37
C -0.62 -1.15 0.41
C -1.47 0.18 0.85
C -0.76 1.49 0.88
C -0.30 1.96 -0.54
O -1.54 2.11 -1.42
H 0.47 -0.39 1.95
H 0.39 -2.07 2.03
H -1.27 -2.03 0.55
H -0.26 -1.11 -0.69
H -2.28 0.37 0.15
H -1.79 0.05 1.97
H -1.39 2.39 1.32
H 0.13 1.53 1.49
H 0.01 3.05 -0.29
H 0.39 1.40 -1.14
H -1.14 2.22 -2.29
O 3.35 -2.78 -1.25
H 3.73 -3.67 -1.22
H 4.02 -2.25 -1.68
```

C30H31N11O3PPbS3 | the ωB97M-V functional and the def2-TZVPD basis

Properties
* strongest force on any atom: 4.83 eV Å⁻¹
* energy relative to the best compared isomer or geometry (same formula, charge and spin): 1.769 eV
* lowest unoccupied orbital energy: -2.367 eV
* total charge: +1
* HOMO-LUMO gap: 0.275 Ha
* DFT total energy: -101180.5749 eV
* HOMO: -9.843 eV

The geometry in XYZ format:
```
80
C30H31N11O3PPbS3 (the ωB97M-V functional and the def2-TZVPD basis)
Pb -1.46 0.28 -0.83
C 2.91 -0.44 4.10
N 2.39 -0.44 2.74
C 3.03 -0.22 1.58
C 2.11 -0.23 0.57
N 0.95 -0.83 1.05
C 1.13 -0.75 2.40
P -0.20 -1.26 3.63
C -0.63 -2.74 2.63
N -1.68 -2.78 1.91
C -1.65 -4.01 1.35
C -0.54 -4.69 1.72
N 0.12 -3.88 2.60
C 1.51 -3.92 3.00
C -1.30 1.09 2.40
N -1.40 -0.08 2.96
C -2.73 -0.31 3.22
C -3.45 0.71 2.88
N -2.54 1.65 2.36
C -2.80 3.03 1.98
H 2.01 -0.45 4.74
H 3.41 -1.37 4.23
H 3.56 0.45 4.49
H 4.06 0.12 1.55
H 2.24 0.01 -0.50
H -2.34 -4.37 0.57
H -0.05 -5.50 1.31
H 1.63 -3.30 3.89
H 1.81 -4.95 3.15
H 2.22 -3.47 2.28
H -3.02 -1.17 3.74
H -4.53 0.78 2.83
H -2.99 3.77 2.76
H -1.96 3.42 1.42
H -3.51 2.96 1.17
N -1.14 4.15 -3.70
C -1.19 3.57 -2.49
S -2.38 2.38 -2.05
N -0.27 3.99 -1.69
N -0.29 3.46 -0.43
C 0.56 4.01 0.38
C 0.80 3.87 1.78
C 1.35 4.97 2.49
C 1.64 4.91 3.82
C 1.28 3.79 4.49
C 0.64 2.70 3.99
C 0.42 2.78 2.56
O -0.20 1.69 1.98
H -1.62 3.75 -4.49
H -0.54 4.94 -3.92
H 1.18 4.82 -0.03
H 1.73 5.78 1.92
H 2.19 5.73 4.30
H 1.40 3.68 5.60
H 0.26 1.82 4.53
O 1.37 -2.97 -4.72
C 2.18 -1.90 -4.47
C 3.44 -1.92 -4.97
C 4.27 -0.79 -4.98
C 3.96 0.28 -4.11
C 2.77 0.12 -3.45
C 1.84 -0.89 -3.60
C 0.55 -0.81 -2.96
O 0.42 0.15 -2.06
N -0.37 -1.71 -3.27
N -1.64 -1.38 -2.65
C -2.58 -1.95 -3.33
S -2.43 -2.93 -4.83
C -3.96 -3.83 -4.60
C -4.96 -2.77 -4.04
S -4.22 -1.90 -2.64
H 0.60 -2.98 -4.15
H 3.82 -2.78 -5.56
H 5.13 -0.89 -5.62
H 4.56 1.10 -3.88
H 2.49 0.89 -2.73
H -3.90 -4.66 -3.88
H -4.31 -4.08 -5.64
H -5.93 -3.20 -3.90
H -5.22 -2.09 -4.87
```

C2H4NO4P | the ωB97M-V functional and the def2-TZVPD basis

Properties
* strongest force on any atom: 3.55 eV Å⁻¹
* energy relative to the best compared isomer or geometry (same formula, charge and spin): 3.973 eV
* lowest unoccupied orbital energy: -0.565 eV
* total charge: 0
* HOMO-LUMO gap: 0.346 Ha
* DFT total energy: -21103.0013 eV
* HOMO: -9.976 eV

The geometry in XYZ format:
```
12
C2H4NO4P (the ωB97M-V functional and the def2-TZVPD basis)
C 0.36 0.20 0.33
C -0.77 -0.17 -0.54
N 3.59 -0.47 -0.22
O 4.76 -0.57 0.06
O 0.64 -0.27 1.41
O 2.89 -1.35 -0.66
O 1.23 0.94 -0.38
P 2.80 1.20 0.12
H -0.49 -1.20 -0.90
H -1.66 -0.27 -0.02
H -1.06 0.63 -1.13
H 2.30 0.38 1.91
```

C18H32F6O11S2V | the ωB97M-V functional and the def2-TZVPD basis

Properties
* spin multiplicity: 2
* strongest force on any atom: 1.19 eV Å⁻¹
* lowest unoccupied orbital energy (alpha / beta): -0.003 / 0.192 eV
* total charge: 0
* HOMO-LUMO gap (alpha / beta): 0.342 / 0.349 Ha
* DFT total energy: -105372.8379 eV
* HOMO (alpha / beta): -9.303 / -9.303 eV

The geometry in XYZ format:
```
70
C18H32F6O11S2V (the ωB97M-V functional and the def2-TZVPD basis)
O -1.37 0.14 -1.57
V -0.03 0.18 -0.78
C -2.32 2.28 2.48
F -3.15 2.32 1.44
F -1.57 3.39 2.46
F -3.05 2.28 3.59
S -1.28 0.78 2.41
O -2.17 -0.27 2.77
O -0.88 0.74 0.99
O -0.17 1.03 3.29
C 3.33 0.22 -3.77
F 2.61 1.02 -4.56
F 4.29 -0.37 -4.48
F 3.92 0.98 -2.83
S 2.30 -1.07 -2.99
O 1.26 -0.26 -2.29
O 1.77 -1.81 -4.09
O 3.18 -1.76 -2.09
C -0.32 4.56 -1.50
C 0.72 4.17 -2.57
C 1.34 2.90 -2.03
O 0.27 2.26 -1.33
C -0.59 3.26 -0.73
H -1.24 4.94 -1.95
H 0.08 5.34 -0.86
H 1.44 4.97 -2.74
H 0.23 3.98 -3.52
H 2.18 3.06 -1.34
H 1.70 2.25 -2.82
H -0.25 3.38 0.30
H -1.61 2.91 -0.76
C 3.61 -0.06 1.85
C 3.06 1.27 2.40
C 2.09 1.76 1.32
O 1.80 0.61 0.50
C 3.00 -0.17 0.45
H 3.35 -0.93 2.46
H 4.70 -0.06 1.80
H 3.81 2.02 2.61
H 2.54 1.07 3.34
H 2.58 2.49 0.67
H 1.17 2.16 1.72
H 3.66 0.17 -0.35
H 2.75 -1.21 0.21
C -4.82 -2.97 0.84
C -5.06 -1.48 1.06
C -4.12 -0.88 0.01
O -3.01 -1.77 -0.08
C -3.33 -3.02 0.57
H -5.37 -3.29 -0.05
H -5.12 -3.61 1.67
H -4.78 -1.13 2.05
H -6.10 -1.21 0.87
H -3.71 0.09 0.27
H -4.63 -0.80 -0.95
H -2.76 -3.00 1.51
H -3.04 -3.86 -0.06
C 1.12 -3.87 -0.10
C 0.86 -3.47 1.36
C 0.21 -2.07 1.27
O 0.09 -1.79 -0.13
C 0.15 -3.01 -0.91
H 0.99 -4.94 -0.27
H 2.13 -3.63 -0.43
H 1.74 -3.47 2.00
H 0.14 -4.17 1.79
H 0.81 -1.31 1.76
H -0.78 -2.08 1.73
H 0.55 -2.74 -1.88
H -0.85 -3.42 -1.00
```

C48H34Cl2N11O4PbSe2 | the ωB97M-V functional and the def2-TZVPD basis

Properties
* strongest force on any atom: 0.88 eV Å⁻¹
* energy relative to the best compared isomer or geometry (same formula, charge and spin): 1.143 eV
* lowest unoccupied orbital energy: -3.857 eV
* total charge: +1
* HOMO-LUMO gap: 0.200 Ha
* DFT total energy: -235887.1953 eV
* HOMO: -9.305 eV

The geometry in XYZ format:
```
102
C48H34Cl2N11O4PbSe2 (the ωB97M-V functional and the def2-TZVPD basis)
Pb 0.40 -1.17 -0.37
C 0.19 -4.28 3.55
C 0.60 -3.70 2.35
N -0.28 -3.23 1.48
C -1.57 -3.31 1.80
C -1.97 -3.84 3.02
N -1.09 -4.33 3.89
C -2.57 -2.84 0.79
C -3.92 -3.16 0.93
C -4.83 -2.76 -0.04
C -4.34 -2.08 -1.14
C -2.99 -1.80 -1.23
N -2.12 -2.15 -0.27
C -2.43 -1.10 -2.43
C -3.25 -0.46 -3.35
N -2.77 0.13 -4.44
C -1.46 0.11 -4.61
C -0.62 -0.50 -3.68
N -1.11 -1.10 -2.60
C -6.27 -3.09 0.09
C -7.24 -2.17 -0.29
C -8.58 -2.52 -0.15
N -8.98 -3.69 0.33
C -8.05 -4.57 0.69
C -6.69 -4.32 0.59
H 0.91 -4.70 4.24
H 1.66 -3.61 2.11
H -3.00 -3.86 3.34
H -4.26 -3.71 1.79
H -5.02 -1.83 -1.95
H -4.32 -0.41 -3.22
H -1.06 0.59 -5.49
H 0.46 -0.46 -3.78
H -6.97 -1.19 -0.67
H -9.35 -1.82 -0.43
H -8.40 -5.52 1.06
H -5.98 -5.08 0.88
C -0.83 5.12 5.08
O 0.25 4.67 4.29
C 0.33 5.12 3.01
C -0.57 6.01 2.44
C -0.38 6.41 1.12
C 0.65 5.89 0.36
C 1.57 5.03 0.95
C 1.41 4.65 2.27
N 0.73 6.39 -0.99
N 0.99 5.68 -1.97
C 1.11 4.25 -1.90
C 2.24 3.70 -2.45
C 2.47 2.32 -2.42
C 1.57 1.43 -1.86
O 1.74 0.14 -1.85
C 0.36 2.01 -1.32
N -0.53 1.15 -0.74
C -1.68 1.61 -0.31
C -2.08 2.95 -0.45
C -1.18 3.83 -0.99
C 0.10 3.39 -1.39
H -0.73 4.63 6.05
H -1.79 4.84 4.64
H -0.80 6.20 5.22
H -1.39 6.42 3.01
H -1.06 7.13 0.67
H 2.42 4.66 0.39
H 2.12 3.99 2.75
H 2.97 4.37 -2.89
H 3.38 1.92 -2.86
H -2.35 0.89 0.16
H -3.06 3.26 -0.13
H -1.46 4.87 -1.11
Se -1.38 0.04 3.19
N 0.07 -0.04 2.15
C 1.06 0.53 2.81
C 2.40 0.68 2.32
C 3.31 1.28 3.12
C 2.97 1.78 4.43
C 1.72 1.68 4.92
C 0.72 1.05 4.12
N -0.53 0.88 4.50
H 2.67 0.28 1.35
H 4.33 1.38 2.78
H 3.75 2.25 5.01
H 1.45 2.06 5.90
Cl 6.21 -2.08 -0.05
C 4.74 -2.92 -0.56
Cl 2.27 -3.08 -2.38
C 3.64 -2.81 0.53
O 3.62 -3.70 1.36
O 2.84 -1.85 0.32
H 4.99 -3.93 -0.89
Se 4.01 -1.87 -2.06
C 5.07 -2.56 -3.53
C 4.49 -3.22 -4.61
C 5.30 -3.60 -5.67
C 6.66 -3.33 -5.65
C 7.22 -2.66 -4.58
C 6.43 -2.26 -3.51
H 3.43 -3.43 -4.63
H 4.85 -4.12 -6.51
H 7.28 -3.64 -6.48
H 8.28 -2.44 -4.56
H 6.88 -1.72 -2.68
```

CH7N3O2 | the ωB97M-V functional and the def2-TZVPD basis

Properties
* strongest force on any atom: 2.28 eV Å⁻¹
* energy relative to the best compared isomer or geometry (same formula, charge and spin): 3.096 eV
* lowest unoccupied orbital energy: 0.968 eV
* total charge: 0
* HOMO-LUMO gap: 0.362 Ha
* DFT total energy: -9712.1236 eV
* HOMO: -8.888 eV

The geometry in XYZ format:
```
13
CH7N3O2 (the ωB97M-V functional and the def2-TZVPD basis)
N 0.92 -1.15 -0.34
N 2.21 -0.64 -0.06
C -0.18 -0.66 0.29
O -0.03 -0.34 1.58
H 0.81 -1.38 -1.32
H 2.47 -0.96 0.88
H 2.18 0.37 -0.05
H -1.11 -1.14 -0.01
N -1.96 1.04 -0.68
O -0.67 1.02 -0.09
H -0.20 0.69 1.40
H -1.87 1.59 -1.54
H -2.57 1.57 -0.06
```

C3H13NO3 | the ωB97M-V functional and the def2-TZVPD basis

Properties
* strongest force on any atom: 1.78 eV Å⁻¹
* energy relative to the best compared isomer or geometry (same formula, charge and spin): 1.500 eV
* structure (SMILES): CNCCO.O.O
* lowest unoccupied orbital energy: 0.549 eV
* total charge: 0
* HOMO-LUMO gap: 0.367 Ha
* DFT total energy: -10953.2718 eV
* HOMO: -9.451 eV

The geometry in XYZ format:
```
20
C3H13NO3 (the ωB97M-V functional and the def2-TZVPD basis)
C -1.11 -1.75 -2.95
N -2.03 -1.01 -2.05
C -1.34 -0.01 -1.26
C -0.81 -0.54 0.12
O -1.53 -1.70 0.56
H -0.95 -1.20 -3.88
H -1.46 -2.75 -3.05
H -0.12 -1.74 -2.51
H -2.67 -0.52 -2.66
H -0.44 0.40 -1.75
H -1.92 0.87 -1.07
H 0.24 -0.80 0.14
H -1.13 0.23 0.82
H -1.59 -2.28 -0.22
O 1.16 2.81 3.63
H 0.25 3.07 3.51
H 1.35 2.12 2.99
O 4.82 1.74 2.87
H 4.66 0.83 3.10
H 4.62 2.24 3.67
```

HN5OS | the ωB97M-V functional and the def2-TZVPD basis

Properties
* strongest force on any atom: 3.83 eV Å⁻¹
* energy relative to the best compared isomer or geometry (same formula, charge and spin): 1.849 eV
* structure (SMILES): [H]/N=N/N([S-])/N=N/[O-]
* lowest unoccupied orbital energy: 6.707 eV
* total charge: -2
* HOMO-LUMO gap: 0.187 Ha
* DFT total energy: -20342.8107 eV
* HOMO: 1.626 eV

The geometry in XYZ format:
```
8
HN5OS (the ωB97M-V functional and the def2-TZVPD basis)
H -2.84 0.60 -0.03
N -1.89 0.08 -0.04
N -0.98 1.02 0.11
N 0.35 0.68 -0.12
S 1.50 1.87 0.12
N 0.88 -0.51 -0.54
N 1.23 -1.32 0.41
O 1.74 -2.41 0.08
```

CHKMgO2 | the ωB97M-V functional and the def2-TZVPD basis

Properties
* spin multiplicity: 2
* strongest force on any atom: 0.61 eV Å⁻¹
* energy relative to the best compared isomer or geometry (same formula, charge and spin): 0.000 eV
* lowest unoccupied orbital energy (alpha / beta): -3.490 / -4.386 eV
* total charge: +1
* HOMO-LUMO gap (alpha / beta): 0.260 / 0.377 Ha
* DFT total energy: -26912.6902 eV
* HOMO (alpha / beta): -10.567 / -14.639 eV

The geometry in XYZ format:
```
6
CHKMgO2 (the ωB97M-V functional and the def2-TZVPD basis)
O 1.70 1.28 0.59
H 1.56 2.22 0.71
Mg 3.52 0.66 0.64
O -3.61 -2.39 -1.35
C -2.79 -1.76 -0.92
K -0.39 -0.02 0.33
```

C5H10O2 | the ωB97M-V functional and the def2-TZVPD basis

Properties
* strongest force on any atom: 0.56 eV Å⁻¹
* energy relative to the best compared isomer or geometry (same formula, charge and spin): 1.631 eV
* structure (SMILES): CCO[C@@H](C)C=O
* lowest unoccupied orbital energy: 0.967 eV
* total charge: 0
* HOMO-LUMO gap: 0.389 Ha
* DFT total energy: -9441.4118 eV
* HOMO: -9.617 eV

The geometry in XYZ format:
```
17
C5H10O2 (the ωB97M-V functional and the def2-TZVPD basis)
C -0.74 2.25 -1.13
C -0.02 1.41 -0.10
O -0.43 0.07 -0.24
C 0.26 -0.82 0.60
C -0.63 -2.02 0.87
C 1.54 -1.29 -0.08
O 2.42 -1.89 0.49
H -1.82 2.13 -1.03
H -0.49 3.31 -1.01
H -0.45 1.94 -2.14
H 1.07 1.50 -0.22
H -0.26 1.77 0.92
H 0.54 -0.33 1.55
H -0.09 -2.77 1.46
H -1.52 -1.70 1.42
H -0.96 -2.47 -0.07
H 1.59 -1.07 -1.17
```